(1)
{
  "formula": "C32H72LiN3O9P2",
  "method": "ωB97M-V/def2-TZVPD",
  "elements": ["P", "P", "O", "O", "O", "O", "O", "O", "O", "O", "O", "N", "N", "N", "C", "C", "C", "C", "C", "C", "C", "C", "C", "C", "C", "C", "C", "C", "C", "C", "C", "C", "C", "C", "C", "C", "C", "C", "C", "C", "C", "C", "C", "C", "C", "C", "Li", "H", "H", "H", "H", "H", "H", "H", "H", "H", "H", "H", "H", "H", "H", "H", "H", "H", "H", "H", "H", "H", "H", "H", "H", "H", "H", "H", "H", "H", "H", "H", "H", "H", "H", "H", "H", "H", "H", "H", "H", "H", "H", "H", "H", "H", "H", "H", "H", "H", "H", "H", "H", "H", "H", "H", "H", "H", "H", "H", "H", "H", "H", "H", "H", "H", "H", "H", "H", "H", "H", "H", "H"],
  "xyz": [[18.897282, -7.116311, -1.450735], [14.144944, 4.078302, 9.292191], [17.814333, -3.837103, 6.978875], [15.671822, -12.085594, 9.442115], [14.794147, -10.149701, 9.037478], [12.350295, -5.301252, 4.613473], [18.941128, -2.934511, 5.427519], [11.943586, -5.095359, 2.602496], [15.538319, -11.211489, 7.444533], [18.271532, -1.823917, 7.107982], [13.409987, -6.467624, 3.376938], [12.569972, -5.607103, 3.492785], [18.417202, -2.902874, 6.516702], [15.368269, -11.155704, 8.663568], [23.936390, -5.457105, -1.065159], [12.285913, 0.627116, 10.767707], [20.501387, -7.069398, -2.301129], [17.916472, -4.692119, -2.552283], [13.281803, 1.430874, 10.045389], [14.779549, 4.487446, 6.497339], [21.518379, -6.020087, -1.725117], [16.261883, -8.088217, -1.663336], [19.278600, -7.758758, 0.194222], [15.201065, -8.649019, -2.649480], [20.001873, -9.055536, 0.269843], [17.030238, -3.471297, -2.499483], [11.582038, 7.358915, 8.374145], [14.532119, 4.142163, 5.011984], [13.032685, 2.958357, 10.156584], [17.621034, -8.106449, -2.367247], [15.709512, -3.611955, -1.746541], [15.826902, 3.984857, 10.084308], [17.146008, 4.415137, 12.215226], [15.324594, -10.156617, -2.683610], [23.019245, -6.395914, -1.910554], [13.035250, 4.312382, 4.609218], [20.078343, -9.648101, 1.695166], [10.104188, 7.650748, 8.095806], [20.989186, -8.821571, 2.627247], [13.434627, 5.803528, 9.326337], [11.944425, 5.922571, 8.974589], [12.716147, -0.893152, 10.684683], [16.971606, 5.145203, 13.550922], [14.045075, 3.577787, 7.525266], [18.333525, -5.375271, -1.225872], [15.829507, 4.584543, 11.496843], [15.324750, -7.330058, 6.625398], [14.923450, 3.216550, 4.589844], [12.168490, 7.581531, 7.482732], [20.197875, -6.959375, -3.342216], [11.332088, 0.750783, 10.254847], [15.251285, -4.550789, -2.057521], [21.006875, -8.030515, -2.395192], [15.866046, 4.414703, 6.545785], [15.537521, 5.628046, 11.378758], [16.814734, 6.212965, 13.398022], [12.992042, 3.581022, 7.243812], [17.937930, 4.918437, 11.660562], [17.871329, 5.029465, 14.155244], [12.911647, 4.403746, 3.530110], [15.097404, -10.577031, -1.703944], [16.076279, 2.927713, 10.175693], [13.649268, -1.004302, 11.236976], [23.282176, -6.454495, -2.966744], [19.087174, -9.814888, 2.116927], [21.336194, -5.004599, -2.076828], [15.457805, -8.141467, -3.579313], [23.117937, -7.422278, -1.557090], [16.595291, 4.375994, 9.417465], [16.334242, -10.456900, -2.963852], [16.761105, -3.236992, -3.529416], [18.382798, -7.781930, 0.814791], [13.071816, 3.254962, 11.204727], [16.026836, -7.078460, -1.326804], [15.836891, -3.728478, -0.670296], [15.040334, 4.980387, 4.535324], [11.343477, 5.747601, 9.866961], [23.762342, -5.564435, 0.005487], [24.936174, -5.841096, -1.267830], [18.988999, -4.748384, -0.621332], [20.390698, -10.669016, 1.475462], [20.924213, -9.094166, -0.309735], [12.330563, 0.938775, 11.811254], [17.499463, -5.457451, -0.528953], [23.842703, -4.433470, -1.427773], [11.968420, 8.096148, 9.077916], [12.054521, 3.218704, 9.752213], [17.518332, 3.414567, 12.435039], [9.576132, 7.196891, 8.934415], [14.267927, 1.187749, 10.441076], [14.445755, 2.569466, 7.421147], [9.945195, 8.726599, 8.022560], [15.106377, 4.205657, 12.219077], [12.447399, 3.463839, 4.959231], [12.494680, 5.219247, 4.880296], [17.611807, -7.596691, -3.330663], [11.685558, 5.169433, 8.230365], [12.957597, -1.194832, 9.665470], [18.827034, -4.533436, -3.130033], [16.183588, -8.656834, -0.736706], [14.984037, -2.833890, -1.984005], [9.794070, 7.279473, 7.119024], [14.096877, 6.434343, 8.733376], [21.656028, -8.288983, 1.949190], [13.572142, 6.135095, 10.355533], [16.185518, 4.774271, 14.208628], [14.661963, -10.595631, -3.429454], [21.475675, -9.499630, 3.328436], [17.353591, -5.435519, -3.116763], [19.383947, -9.673176, -0.381910], [20.311512, -8.066498, 3.025659], [14.187866, -8.415620, -2.322300], [19.807273, -6.955599, 0.707577], [21.236796, -5.827900, -0.689800], [11.932640, -1.610006, 10.930317], [17.952461, -9.099894, -2.669463], [14.621042, 5.523321, 6.797254], [17.585629, -2.600083, -2.152150], [13.382955, 1.182009, 8.989007]],
  "forces_ev_per_angstrom": [[0.713, -0.025, 0.790], [0.029, 0.122, -0.929], [-0.903, -3.891, 1.101], [0.140, 0.483, -0.422], [-0.964, 2.332, 2.239], [-1.719, 2.475, 5.827], [1.919, -0.565, -2.171], [-0.954, 0.836, -3.324], [1.323, -1.193, -1.836], [0.914, 1.885, 0.839], [3.190, -3.107, -2.649], [-0.130, -0.360, 0.363], [-2.064, 2.475, 0.199], [-0.393, -1.068, -0.285], [-0.142, -1.272, -1.327], [-0.099, -2.219, -0.281], [0.228, 0.315, -0.752], [0.113, -1.261, 0.180], [1.804, 1.499, -1.038], [0.868, -1.053, 0.454], [-0.455, 0.094, -0.344], [-0.775, 0.119, -0.140], [-0.365, 1.687, 0.778], [0.649, 0.395, 0.943], [-1.058, -1.061, -0.625], [-0.222, 1.018, 0.002], [0.848, -0.382, 0.424], [-1.946, 2.469, 0.009], [0.100, -0.135, 0.290], [0.897, 0.698, 0.531], [0.218, -0.973, 0.063], [-1.036, -0.679, -0.087], [0.247, 1.340, 0.835], [0.124, -0.187, -0.640], [-1.202, 0.223, 1.273], [0.077, -0.428, -0.449], [0.284, -0.540, -1.238], [0.795, -0.342, 0.120], [-1.223, -0.491, -1.442], [0.444, -0.636, 0.921], [-0.232, 1.104, -1.250], [-0.170, 0.909, -0.527], [0.946, 0.100, 0.529], [1.163, 0.377, -0.388], [-0.821, -0.032, -0.059], [-0.124, -0.138, -0.602], [-0.302, -0.169, -0.027], [0.109, -0.076, 0.673], [0.165, -0.456, -0.209], [0.274, 0.794, -0.354], [-0.371, 0.099, 0.631], [-0.234, -0.141, -0.135], [-0.271, -0.352, 0.698], [0.199, -0.385, 0.745], [0.514, 0.329, 0.340], [-0.057, 0.017, 0.011], [-0.161, -0.190, 0.302], [0.139, -0.019, -0.069], [0.156, 0.179, -0.037], [0.280, -0.671, -0.209], [-0.045, -0.028, -0.053], [-0.236, -0.285, -0.251], [-0.265, -0.385, 0.311], [0.037, 0.448, -0.036], [-0.180, 0.417, -0.052], [-0.063, -0.052, -0.831], [-0.625, -0.310, -0.418], [0.189, -0.119, 0.195], [-0.094, 0.443, 0.112], [0.064, -0.172, 0.052], [0.184, 0.010, -0.183], [-0.458, -0.296, -0.259], [-0.244, 0.082, 0.156], [-0.140, 0.236, -0.351], [-0.041, 0.400, 0.066], [0.322, -0.243, -0.454], [-0.039, -0.047, -0.050], [-0.230, 0.217, -0.122], [0.266, 0.465, 0.180], [0.718, -0.325, -0.252], [0.622, -0.103, 0.549], [0.543, 0.446, 0.624], [-0.744, -0.007, 0.057], [-0.493, -0.179, -0.153], [0.105, 0.030, 0.315], [-0.122, 0.034, 0.346], [-0.249, -0.068, 0.140], [-0.585, -0.313, -0.469], [-0.691, 0.271, -0.325], [0.247, 0.182, 0.184], [-0.210, -0.180, 0.137], [-0.072, -0.021, 0.414], [-0.570, -0.559, -0.600], [-0.137, -0.031, -0.152], [0.513, 0.249, 0.917], [-0.484, 0.307, -0.118], [-0.228, -0.067, -0.040], [0.093, 0.404, -0.272], [0.013, 0.340, -0.094], [0.617, -0.304, -0.003], [0.287, 0.126, 0.194], [-0.159, -0.488, 0.253], [-0.093, -0.037, -0.239], [0.651, -0.097, 0.468], [0.085, 0.141, 0.108], [-0.316, -0.204, -0.378], [-0.088, -0.050, 0.113], [0.039, 0.689, 0.224], [-0.108, -0.168, -0.162], [-0.233, -0.883, 0.263], [0.509, -0.023, 0.813], [0.105, 0.407, -0.108], [0.403, 0.296, -0.168], [0.556, -0.631, 0.508], [0.120, 0.254, 0.727], [0.346, -0.109, 0.615], [-0.552, 0.219, -0.798], [0.077, 0.045, 0.188], [-0.392, -0.254, -0.103]],
  "mulliken_charge": [-0.2778, 0.1112, -0.6688, -0.6396, -0.6539, -0.6904, -0.6674, -0.6806, -0.6638, -0.6672, -0.7361, 1.1145, 1.0040, 0.9714, -1.2450, -0.2844, -1.2592, -0.5509, -0.9549, -0.7058, -0.8415, -0.4924, -0.8772, -0.5519, -0.9179, -0.7125, -0.7291, -0.5788, -0.9914, -0.9867, -1.1037, -0.8445, -0.3790, -1.1903, -0.6268, -1.2093, -0.7268, -1.2259, -1.0178, -1.0392, -0.7048, -1.3352, -1.3717, -0.8054, -0.9329, -0.6899, 0.9773, 0.3252, 0.3710, 0.7627, 0.3292, 0.2311, 0.6894, 0.2844, 0.3383, 0.3233, 0.4294, 0.3002, 0.4053, 0.3898, 0.3236, 0.5325, 0.3536, 0.3871, 0.4177, 0.4628, 0.3636, 0.3407, 0.6703, 0.2996, 0.3671, 0.7107, 0.6087, 0.2972, 0.3164, 0.3481, 0.4610, 0.3174, 0.3955, 0.7183, 0.3953, 0.2626, 0.3120, 0.6642, 0.3228, 0.3928, 0.5930, 0.3969, 0.3284, 0.3933, 0.7018, 0.3694, 0.2920, 0.3130, 0.2805, 0.6341, 0.3579, 0.3593, 0.3247, 0.3989, 0.3632, 0.2944, 0.5750, 0.2152, 0.7539, 0.3655, 0.3843, 0.3530, 0.2311, 0.4448, 0.3226, 0.3581, 0.7021, 0.4479, 0.3745, 0.7281, 0.4493, 0.3580, 0.3654],
  "total_energy_ev": -76016.0140,
  "e_above_lowest_ev": 9.499,
  "homo_ev": -5.9,
  "total_charge": 0,
  "gap_ev": 5.43
}

***

(2)
{
  "formula": "C3H5NO2",
  "method": "ωB97M-V/def2-TZVPD",
  "elements": ["O", "O", "N", "C", "C", "C", "H", "H", "H", "H", "H"],
  "xyz": [[1.354617, -1.430653, -0.048703], [1.199630, 0.955042, -0.067909], [-1.857984, -0.684915, -0.162875], [-0.701278, -0.041475, 0.369227], [-0.233344, 1.366053, -0.095372], [0.766632, -0.383514, 0.017091], [-0.697669, 0.148164, 1.470706], [-2.075987, -0.473631, -1.132323], [-2.800527, -0.585902, 0.448105], [-0.341913, 2.217835, 0.626043], [-0.504051, 1.646438, -1.085181]],
  "forces_ev_per_angstrom": [[-0.256, 1.998, -0.281], [-1.598, -1.841, -0.306], [-2.720, -0.178, 1.972], [0.590, 2.337, 0.258], [0.874, 1.203, 1.457], [0.407, -1.789, 0.775], [-0.383, -1.121, -0.668], [0.226, 0.052, 0.309], [3.304, -0.161, -1.934], [-0.158, -0.726, -0.752], [-0.286, 0.225, -0.829]],
  "mulliken_charge": [-0.5302, -0.3160, -0.5802, 0.1603, -0.4219, 0.4275, 0.2551, 0.2452, 0.2809, 0.1891, 0.2902],
  "total_energy_ev": -8775.8134,
  "e_above_lowest_ev": 1.881,
  "homo_ev": -9.7,
  "total_charge": 0,
  "gap_ev": 10.28
}

***

(3)
{
  "formula": "C2H11NO4",
  "method": "ωB97M-V/def2-TZVPD",
  "elements": ["O", "O", "O", "O", "N", "C", "C", "H", "H", "H", "H", "H", "H", "H", "H", "H", "H", "H"],
  "xyz": [[0.935198, 0.562216, -3.032780], [-0.879506, -0.985407, -0.583017], [-1.680119, 1.059922, 1.481290], [-0.125432, 4.320950, 2.460717], [1.709131, -1.973786, -0.739417], [0.720810, -2.551162, 0.139550], [-0.599877, -1.792455, 0.271698], [-2.217206, 0.279200, 1.314810], [1.724687, 0.624681, -3.565875], [1.429775, -2.240520, -1.672666], [1.068576, -2.703367, 1.173121], [0.500860, -3.579188, -0.168676], [-0.991056, 4.167660, 2.856474], [1.665667, -0.959810, -0.709650], [0.068453, 5.219812, 2.751012], [-1.222930, -2.063547, 1.142199], [0.204247, 0.038752, -3.356266], [-1.536429, 1.391991, 0.587231]],
  "forces_ev_per_angstrom": [[-0.019, 0.700, 1.390], [-0.772, 0.003, 0.754], [-0.182, 0.031, -0.098], [-0.204, 0.330, 0.234], [-0.294, -0.296, 0.062], [-0.312, -0.212, 1.227], [1.221, -0.300, -1.495], [-0.023, -0.023, 0.080], [-0.346, -0.497, -0.673], [0.233, 0.266, -0.263], [0.341, 0.253, -0.135], [-0.161, 0.054, -0.142], [0.016, -0.304, -0.127], [-0.041, -0.049, -0.054], [0.197, -0.054, -0.133], [-0.254, 0.245, -0.056], [0.406, -0.213, -0.655], [0.196, 0.067, 0.085]],
  "mulliken_charge": [-0.6238, -0.4537, -0.6314, -0.6211, -0.5808, -0.6467, 0.1880, 0.2968, 0.3100, 0.2601, 0.3107, 0.3474, 0.3145, 0.3005, 0.3071, 0.2868, 0.3136, 0.3220],
  "total_energy_ev": -11931.6312,
  "e_above_lowest_ev": 2.126,
  "homo_ev": -9.5,
  "total_charge": 0,
  "gap_ev": 10.23
}